1.
{"formula": "C11H14N2O2", "method": "ωB97M-V with the def2-TZVPD basis set", "symbols": ["C", "O", "C", "C", "C", "C", "C", "C", "C", "O", "C", "C", "N", "C", "N", "H", "H", "H", "H", "H", "H", "H", "H", "H", "H", "H", "H", "H", "H"], "coordinates": [[-4.046297, 0.123662, 0.566344], [-2.932454, -0.722772, 0.570661], [-2.014872, -0.662398, -0.513897], [-1.071334, -1.904430, -0.599290], [0.249979, -1.791070, -0.585417], [1.011907, -0.614587, -0.210691], [2.332040, -0.541388, -0.395005], [3.079529, 0.662061, -0.271309], [4.435515, 0.335616, -0.895584], [3.019872, 1.612831, 0.481446], [0.163644, 0.532816, 0.282998], [0.034300, 0.545567, 1.826259], [-1.200695, 0.480528, -0.346266], [-1.673117, 1.656112, -0.666866], [-2.163278, 2.660111, -0.887156], [-4.690832, -0.047173, 1.491841], [-4.675999, -0.072019, -0.311568], [-3.767405, 1.282979, 0.661541], [-2.777666, -0.684738, -1.381647], [-1.804961, -2.675836, -0.893996], [0.838687, -2.642738, -0.659056], [2.867313, -1.345177, -0.862230], [4.242827, 0.036345, -1.911692], [4.976899, 1.254534, -0.919734], [4.896507, -0.430377, -0.221641], [0.605286, 1.485850, -0.029096], [0.078337, -0.456227, 2.226194], [-0.918228, 0.940529, 2.106259], [0.904497, 0.981381, 2.348611]], "forces_ev_per_angstrom": [[-0.6, 2.5, 1.1], [0.5, -1.5, 1.3], [-0.9, -0.7, 0.2], [-3.1, 1.7, -0.5], [-0.7, -0.2, 0.9], [-1.3, 0.7, -0.3], [-2.6, -0.3, -0.1], [4.0, -0.4, 1.4], [-0.4, 0.8, 0.2], [-1.6, 0.2, -0.3], [-0.1, 0.0, 0.6], [1.2, -0.8, 0.0], [1.7, 0.5, -0.8], [-0.1, -0.6, 0.3], [-0.7, 2.0, -0.6], [1.1, -0.3, -1.2], [0.1, 0.3, 0.0], [-0.5, -2.5, -0.6], [1.9, 0.6, 0.3], [1.6, -0.7, 0.4], [0.9, -1.7, -0.6], [-0.1, -0.5, 0.1], [0.5, -0.7, -0.4], [0.8, 0.4, 0.1], [-0.2, 0.6, -0.9], [-0.2, -0.2, 0.0], [-0.4, -0.7, -0.1], [-0.4, 0.6, 0.3], [-0.5, 0.5, -0.6]], "mulliken_charge": [-0.64, -0.39, 0.25, -1.00, -0.77, 0.30, -0.65, 0.81, -1.41, -0.58, 0.29, -1.39, -0.06, 0.52, -0.64, 0.25, 0.31, 0.23, 0.54, 0.36, 0.44, 0.40, 0.41, 0.39, 0.31, 0.56, 0.36, 0.39, 0.38], "charge": 0, "gap_ev": 8.60, "energy_ev": -18705.586, "smiles": "CO[C@@H]1C=C/C(=C/C(C)=O)[C@H](C)N1C#N", "relative_energy_kj_mol": 280.2, "e_lumo_ha": -0.0260}

---

2.
{"formula": "C11H14N2O2", "method": "ωB97M-V with the def2-TZVPD basis set", "symbols": ["C", "C", "C", "C", "C", "C", "C", "C", "C", "C", "C", "N", "N", "O", "O", "H", "H", "H", "H", "H", "H", "H", "H", "H", "H", "H", "H", "H", "H"], "coordinates": [[1.627100, -0.884293, 0.612130], [2.892580, -0.610534, 0.146282], [2.819486, 0.842006, -0.300092], [3.721109, 1.510650, -1.084151], [-5.488347, -1.114940, 0.357564], [-4.317988, -1.107663, -0.272772], [-0.418380, 0.255434, 0.834136], [-3.563972, 0.219683, -0.235901], [4.086585, -1.522490, -0.024459], [-1.165538, 1.491892, 0.551999], [-1.766980, 1.442185, -0.852270], [1.601637, 1.321781, 0.111017], [0.901327, 0.261668, 0.605094], [-3.986292, 1.138851, 0.414168], [-2.477608, 0.184718, -0.915748], [1.164645, -1.811029, 0.910044], [3.497081, 2.532284, -1.358354], [4.729459, 1.132675, -1.295533], [-6.184306, -2.043190, 0.372124], [-5.979389, -0.211087, 0.699117], [-3.757986, -1.888270, -0.767876], [-1.100727, -0.527015, 1.015311], [4.563463, -1.233351, -0.891133], [3.714288, -2.464117, -0.131223], [4.764714, -1.437266, 0.769311], [-1.897614, 1.698377, 1.212865], [-0.520941, 2.326998, 0.512308], [-2.530727, 2.261042, -0.791969], [-1.021338, 1.292802, -1.671730]], "forces_ev_per_angstrom": [[3.3, -1.3, -0.5], [-1.0, 0.7, -0.1], [0.1, -1.7, 0.7], [0.0, -0.2, 0.8], [-1.7, -2.3, -1.0], [0.5, 1.5, 0.5], [0.7, 2.6, -0.2], [-3.2, -2.1, 1.1], [-2.1, 2.4, 0.7], [2.7, -0.2, -2.6], [0.0, -0.3, 0.6], [-1.0, 0.2, 0.0], [-1.5, 0.8, -0.8], [0.0, 1.0, 0.1], [1.0, 0.3, -1.4], [0.1, 0.0, 0.1], [0.0, 0.0, -0.1], [-0.7, 0.0, 0.1], [1.5, 1.5, 0.0], [0.5, 0.0, 0.3], [-0.5, -0.5, 0.1], [0.7, -1.8, 0.5], [1.2, 0.5, -2.0], [-0.6, -2.9, -0.2], [0.9, 0.0, 1.3], [-2.5, 0.4, 2.2], [1.0, 1.0, 0.3], [0.9, -0.5, -1.3], [-0.7, 1.1, 0.7]], "mulliken_charge": [-0.45, 0.46, 0.56, -1.04, -0.56, -0.48, -0.05, 0.92, -1.50, -1.18, -0.41, -0.96, 0.70, -0.60, -0.37, 0.38, 0.32, 0.25, 0.23, 0.28, 0.34, 0.34, 0.41, 0.42, 0.30, 0.61, 0.39, 0.32, 0.36], "charge": 0, "gap_ev": [6.82, 7.43], "energy_ev": -18704.638, "relative_energy_kj_mol": 371.7, "e_lumo_ha": [-0.0085, 0.0035]}

---

3.
{"formula": "C11H14N2O2", "method": "ωB97M-V with the def2-TZVPD basis set", "symbols": ["C", "C", "C", "C", "C", "C", "C", "C", "C", "C", "C", "N", "N", "O", "O", "H", "H", "H", "H", "H", "H", "H", "H", "H", "H", "H", "H", "H", "H"], "coordinates": [[0.871976, 2.456570, -2.237355], [1.516577, 1.624056, -3.130723], [0.063225, 1.966606, -1.176948], [1.699968, 0.307271, -2.877670], [0.086034, 0.539386, -0.970786], [1.077524, -0.166885, -1.713748], [-0.845825, -0.045621, -0.066904], [1.370371, -1.478087, -1.280268], [0.850741, -2.090224, -0.051219], [-2.133540, -1.034805, 2.403531], [-1.208565, 1.240397, 3.280029], [-0.766086, 0.637066, 1.079190], [-1.496985, 0.304055, 2.138406], [-1.535459, -1.050546, -0.271041], [2.254071, -2.198988, -2.073054], [0.735255, 3.603365, -2.512145], [1.914397, 2.328387, -3.928950], [-0.607472, 2.584304, -0.632940], [2.277821, -0.345000, -3.419801], [0.792053, -1.209009, 0.744462], [1.503080, -2.814899, 0.368289], [-0.260917, -2.280788, -0.137795], [-1.443158, -1.809298, 2.760611], [-2.707815, -0.860963, 3.223275], [-2.851664, -1.253146, 1.576242], [-0.576955, 2.004092, 2.760916], [-2.242961, 1.442819, 3.714959], [-0.695663, 0.751536, 4.051706], [2.359975, -3.151652, -1.620267]], "forces_ev_per_angstrom": [[-3.1, 2.6, 1.4], [1.3, 2.7, -1.5], [1.7, -1.9, -1.7], [-1.1, 1.6, 1.2], [1.7, 3.1, -1.8], [-1.0, -2.3, 0.7], [-0.7, -0.7, 0.7], [0.7, -0.5, -0.7], [-0.8, 2.7, 1.1], [0.6, 1.1, -2.1], [-2.2, -0.5, -2.0], [-1.0, 0.8, 1.7], [0.9, -0.5, 0.1], [-0.8, -0.1, -0.6], [-0.4, -2.8, 2.3], [0.5, -2.6, 0.7], [0.0, -2.1, 0.3], [-0.3, 0.4, 0.4], [1.2, -1.2, -1.4], [0.4, -1.7, -1.3], [0.4, -1.1, 0.1], [1.1, -0.6, 0.0], [0.2, 0.0, -0.9], [-1.9, 0.7, 2.6], [1.3, -0.4, 0.6], [-1.1, -0.1, 1.1], [1.4, 0.8, -0.6], [1.1, -0.8, 1.0], [-0.3, 3.2, -1.6]], "mulliken_charge": [-0.58, -0.21, -0.59, -1.08, 1.08, 0.48, -0.46, 0.79, -1.20, -0.87, -0.89, -0.36, 0.29, -0.73, -0.55, 0.18, 0.24, 0.48, 0.59, 0.23, 0.57, 0.27, 0.27, 0.46, 0.28, 0.36, 0.27, 0.30, 0.37], "charge": 0, "gap_ev": [7.61, 5.71], "energy_ev": -18704.219, "relative_energy_kj_mol": 412.1, "e_lumo_ha": [-0.0019, -0.0231]}

---

4.
{"formula": "C11H14N2OPRu", "method": "ωB97M-V with the def2-TZVPD basis set", "symbols": ["C", "C", "C", "C", "C", "Ru", "P", "H", "H", "H", "H", "H", "H", "H", "H", "N", "C", "O", "C", "C", "C", "C", "N", "C", "H", "H", "H", "H", "H", "H"], "coordinates": [[0.622601, 0.580285, -3.587982], [-0.576636, -0.222749, -3.706338], [-0.276315, -1.570841, -3.328637], [1.091975, -1.650500, -2.949616], [1.691656, -0.340546, -3.057297], [0.396853, 0.412607, -1.477546], [-0.186119, 2.517880, -1.429561], [0.803514, 1.554716, -4.004719], [-1.524490, 0.155098, -4.047961], [-1.011245, -2.371075, -3.245450], [2.736391, -0.086300, -3.019025], [1.620145, -2.529584, -2.602277], [-1.213976, 2.895604, -0.503719], [-0.666162, 3.125092, -2.630346], [0.885769, 3.396496, -1.075685], [-0.564853, 0.658797, 5.093683], [-0.479800, 1.104064, 3.799984], [-0.553828, 2.296353, 3.501829], [-0.333260, 0.039373, 2.762297], [-0.368225, -1.345494, 2.993364], [-0.221786, -2.230155, 1.926917], [-0.048493, -1.717892, 0.633364], [0.013809, -0.386210, 0.423589], [-0.152690, 0.482336, 1.441943], [-0.572585, 1.372819, 5.805829], [-0.308145, -0.279401, 5.366460], [-0.502985, -1.730306, 4.003069], [-0.224065, -3.310654, 2.056602], [0.048636, -2.344818, -0.253721], [-0.125680, 1.525004, 1.110946]], "forces_ev_per_angstrom": [[1.6, -1.6, 0.5], [1.1, -0.7, 0.6], [-0.5, 1.5, 0.3], [0.5, 1.9, 0.6], [-1.6, 0.1, -2.1], [-0.7, -2.7, -1.0], [-0.5, 1.1, 0.4], [0.0, 0.0, -0.3], [-0.2, -0.1, 0.0], [0.3, 0.2, -0.2], [0.1, -0.1, 0.1], [-0.1, 0.0, 0.0], [0.5, 0.2, -0.4], [0.2, -0.2, 0.5], [-0.5, -0.1, -0.1], [-0.1, 0.9, -0.2], [0.9, -4.4, 0.0], [-0.4, 1.3, -0.6], [-0.3, 3.7, 1.7], [-0.3, -3.3, -0.3], [-0.1, 0.8, 1.7], [0.1, -1.2, -0.6], [-0.1, 3.2, 1.3], [0.3, -0.9, -3.0], [0.0, -0.2, 0.1], [0.0, 0.3, -0.2], [0.0, -0.1, -0.4], [0.0, 0.3, 0.2], [-0.1, 0.1, 0.4], [0.1, -0.4, 0.8]], "mulliken_charge": [-0.73, -0.25, -0.38, -0.61, -0.66, 0.57, -0.16, 0.81, 0.41, 0.43, 0.51, 0.47, 0.13, 0.15, 0.13, -0.36, 0.51, -0.44, 0.27, -0.49, -0.87, -0.20, -0.21, 0.06, 0.25, 0.18, 0.28, 0.38, 0.40, 0.40], "charge": 1, "gap_ev": [5.73, 4.55], "energy_ev": -28520.669, "spin_multiplicity": 5, "s_squared": 6.0380, "e_lumo_ha": [-0.1222, -0.2791]}